Record 1
A molecular structure, C30H30N9O6SW, computed with ωB97M-V/def2-TZVPD.

Energy, eV: -69948.8118
<S²>: 2.009
Multiplicity: 3
Net charge: +1
Highest occupied orbital energy (alpha / beta), eV: -9.943 / -10.995
LUMO (alpha / beta), eV: -2.9 / -3.0
Energy relative to the best compared isomer or geometry (same formula, charge and spin), eV: 1.763

CARTESIAN COORDINATES (ANGSTROEM)
W  0.43365  -0.11484  0.06535
S  -2.16014  -2.03741  0.35662
O  1.70762  0.68740  4.34934
O  0.29692  0.23245  2.03175
O  1.23844  -2.15498  -3.44221
O  -0.63421  -1.88574  0.53197
O  -1.04441  -0.00841  -1.33177
O  1.13574  -1.40038  -1.34407
N  2.38743  1.39408  0.74445
N  4.28172  2.79678  2.21382
N  2.08974  -1.28191  0.93192
N  -1.03639  2.26656  -1.42829
N  1.44885  0.06354  -3.06695
N  1.73550  1.04907  -2.11615
N  3.44884  -2.72220  1.73874
N  3.98999  -1.53412  2.06679
N  -0.41492  2.08666  -0.15553
C  -2.46445  -3.45364  1.40281
C  3.41587  3.41209  1.41999
C  1.14426  -0.52398  4.85709
C  2.32232  -2.56953  1.04761
C  -0.71793  2.38290  2.19416
C  2.46338  2.71575  0.68559
C  -1.58528  -3.81656  -3.20596
C  -3.20944  0.81094  -5.74429
C  3.13495  -0.68102  1.56753
C  0.57932  2.76948  4.60360
C  1.27126  -1.24510  -2.64176
C  -2.57265  -0.29166  -5.18991
C  -0.96130  3.54183  2.93584
C  -1.96969  -0.19362  -3.94659
C  -2.40216  -2.73992  -1.24534
C  -3.66888  -2.62734  -1.80608
C  -3.88707  -3.15327  -3.06631
C  -2.85139  -3.75509  -3.78253
C  3.25731  0.77195  1.54122
C  -1.35083  -3.32005  -1.93256
C  -1.99657  1.01782  -3.26015
C  -1.22205  2.32141  0.82310
C  -2.63092  2.12514  -3.81808
C  -3.10442  -4.30235  -5.15903
C  0.10823  1.36769  2.69403
C  4.20250  1.47347  2.27496
C  0.78748  1.60010  3.90008
C  -3.23920  2.01743  -5.05794
C  -1.32527  1.12251  -1.94735
C  -0.30493  3.73886  4.13396
H  -1.62568  4.30269  2.54415
H  -3.50456  -3.75035  1.27179
H  1.12185  2.91327  5.52968
H  -2.28450  -3.15031  2.43231
H  -0.75565  -4.22854  -3.76599
H  -3.56092  -3.54877  -5.80281
H  2.72963  1.25256  -2.07237
H  -1.79921  -4.26059  1.10052
H  -3.68119  0.73216  -6.71539
H  -4.46932  -2.12423  -1.27543
H  1.23322  1.89859  -2.35528
H  -4.86955  -3.07143  -3.51550
H  3.91594  -3.57705  1.99500
H  -2.53649  -1.22885  -5.73070
H  -0.46353  4.64551  4.70134
H  -3.79198  -5.14884  -5.11606
H  1.80148  0.16575  -4.00661
H  -0.35129  -3.31973  -1.52231
H  3.46484  4.49244  1.36234
H  0.69524  -1.11340  4.05563
H  0.39155  -0.30246  5.61721
H  1.74299  3.22417  0.05850
H  -2.25600  2.60466  0.63037
H  -3.73692  2.87476  -5.49154
H  -2.18238  -4.64035  -5.62858
H  1.96396  -1.07433  5.31205
H  1.71524  -3.36332  0.64720
H  4.89062  0.94671  2.92411
H  -1.46138  -1.04671  -3.51692
H  -2.64387  3.06019  -3.27376

Mulliken population analysis, charges in e, atoms 1 to 8:
1 W 2.979
2 S 0.167
3 O -0.430
4 O -0.229
5 O -0.685
6 O -0.388
7 O 0.632
8 O -0.490

Record 2
A molecular structure, C30H31AsN4O2RuS2, computed with ωB97M-V/def2-TZVPD.

Energy, eV: -126759.9087
Net charge: 0
Highest occupied orbital energy (alpha / beta), eV: -8.207 / -8.197
LUMO (alpha / beta), eV: -2.0 / -2.1
Energy relative to the best compared isomer or geometry (same formula, charge and spin), eV: 0.294

CARTESIAN COORDINATES (ANGSTROEM)
Ru  0.13628  1.16131  2.65538
As  -0.77012  -0.41393  -0.10056
S  -1.41395  -0.42213  2.93718
S  -1.45366  2.65137  2.63842
O  1.98925  1.70779  3.07867
O  3.62454  1.96231  4.57535
N  0.10223  1.36307  4.83077
N  -5.05452  -1.04686  3.15571
N  0.09567  1.02281  0.75260
N  -5.12195  3.16912  2.71082
C  1.17269  3.13833  0.35507
C  -2.94150  0.42156  2.94512
C  0.30937  -4.39310  -0.41923
C  -0.29283  -3.14382  -0.50602
C  -0.89411  2.66440  -0.79890
C  2.45796  1.84533  4.30986
C  -0.00471  0.32875  -4.73862
C  0.25132  -2.05933  0.20560
C  -2.95561  1.76288  2.79450
C  0.11965  2.26651  0.08096
C  -1.27452  0.22749  -4.20772
C  0.21602  0.54982  -6.20919
C  0.91792  0.02540  -2.51104
C  1.95489  -1.23594  1.94319
C  2.15424  -0.04142  -1.66049
C  -0.38930  -0.08860  -1.98741
C  -4.16726  2.53048  2.74804
C  -0.83739  3.90598  -1.39858
C  -1.49075  0.02930  -2.84275
C  2.06333  -5.97808  0.43376
C  1.07988  0.23327  -3.87069
C  -1.51713  -3.02800  -1.38043
C  1.91589  -3.55120  1.10453
C  1.42577  -4.61773  0.36890
C  1.38149  1.85600  5.37842
C  1.34961  -2.27996  1.04990
C  -4.12767  -0.37338  3.06409
C  -2.93154  -0.03623  -2.39697
C  1.22421  4.38294  -0.26217
C  0.22677  4.76622  -1.14054
H  -2.13417  0.31281  -4.86424
H  -0.72869  0.60941  -6.74745
H  2.08454  0.32909  -4.26822
H  -0.12030  -5.21494  -0.98239
H  -1.75627  2.03141  -0.96076
H  2.21869  -0.31803  1.42588
H  -2.27824  -2.37265  -0.94996
H  -1.97312  -4.00884  -1.50592
H  2.05083  5.04765  -0.04890
H  -1.26974  -2.63991  -2.37074
H  1.71584  1.26875  6.23095
H  -3.41455  -0.93076  -2.79555
H  2.45340  -6.27369  -0.54154
H  0.26824  5.73425  -1.62190
H  0.76607  1.47572  -6.38412
H  -3.48064  0.82406  -2.78363
H  -1.63651  4.21458  -2.05954
H  -0.15966  0.46435  5.22754
H  1.33800  -6.73443  0.73709
H  1.96392  2.82302  1.02083
H  -0.65757  2.00321  5.04106
H  2.77024  -3.70633  1.75410
H  -3.06002  -0.05240  -1.31646
H  3.03034  0.21409  -2.25473
H  1.26196  -0.99733  2.76011
H  2.10494  0.65745  -0.82510
H  2.30311  -1.03992  -1.24985
H  0.80214  -0.26284  -6.64109
H  2.88815  -5.99496  1.14481
H  1.26624  2.88769  5.71248
H  2.85238  -1.61325  2.43173

Mulliken population analysis, charges in e, atoms 1 to 8:
1 Ru 0.164
2 As 0.862
3 S -0.409
4 S -0.368
5 O -0.534
6 O -0.621
7 N -0.380
8 N -0.464

Record 3
A molecular structure, C30H31BF2NO20PSi2, computed with ωB97M-V/def2-TZVPD.

Energy, eV: -105211.0884
Net charge: 0
Highest occupied orbital energy, eV: -8.116
LUMO, eV: -1.7

CARTESIAN COORDINATES (ANGSTROEM)
P  -7.42531  2.22894  4.28751
Si  -4.71963  2.87945  2.11649
Si  -6.54986  0.75366  2.85218
F  -7.60703  0.45593  1.69757
F  -2.44623  0.43969  0.92320
O  10.56110  3.66693  -2.05045
O  -0.10570  -9.19006  -0.96910
O  -2.50030  -9.72617  0.04251
O  0.66325  -1.68551  -2.13078
O  -4.00144  3.98837  4.75993
O  -0.49421  -4.61590  -0.00719
O  1.87639  -6.81042  -3.67400
O  2.31939  -0.44032  0.34974
O  -2.36476  2.50573  3.90965
O  5.92817  3.77024  -1.34323
O  -5.15932  1.23518  2.12939
O  5.65650  6.04537  -2.68174
O  2.77038  -2.98976  -1.12610
O  2.54191  4.84016  -1.16101
O  -2.85563  -5.16514  1.07683
O  3.93836  0.38442  -1.59778
O  -9.05364  2.18871  3.92531
O  0.97622  4.02278  0.83693
O  10.30070  5.97774  -3.32452
O  -0.16161  -5.48095  -4.75115
N  -7.38085  1.51533  5.81533
C  9.26926  5.49638  -2.89852
C  2.40753  -4.96049  -2.35454
C  7.96266  6.11279  -3.07059
C  8.25920  3.60763  -1.64001
C  -0.71237  -8.23591  -0.52315
C  -3.74353  1.92209  -0.43842
C  -0.91754  -5.87675  -0.01615
C  1.64580  -5.56695  -3.27471
C  -3.75789  3.14857  0.48809
C  0.47561  -4.87464  -3.91167
C  3.30135  2.64969  -1.46818
C  -0.19672  -6.87549  -0.54026
C  0.16135  -3.52139  -3.48562
C  -2.07008  -8.47059  0.07395
C  2.10775  -3.59877  -1.94485
C  -2.50895  1.08266  -0.29298
C  1.63591  3.15599  0.29272
C  -6.14074  -0.82477  3.71487
C  2.33749  0.85309  0.04039
C  -1.31154  2.98784  3.09030
C  0.91775  -2.91648  -2.56140
C  1.57826  1.75342  0.67669
C  -2.26425  -6.11548  0.60370
C  6.87386  5.52717  -2.55635
C  9.34806  4.19215  -2.15673
C  3.26501  1.24893  -1.07374
C  -2.79095  -7.47242  0.60139
C  6.95863  4.23549  -1.79440
C  -5.85758  -1.91244  4.13434
C  2.54197  3.54541  -0.83401
B  -3.55417  3.16006  3.74773
H  0.77435  -6.71286  -0.98443
H  -1.18207  2.29925  2.25857
H  2.95891  -0.87959  -0.25029
H  -0.37530  3.02614  3.63147
H  -1.62607  1.71559  -0.39147
H  5.04756  5.43943  -2.21715
H  -2.75274  3.51701  0.66462
H  -3.73719  2.27454  -1.46894
H  -4.29645  3.93623  -0.03621
H  1.19053  -7.01259  -4.33849
H  -0.69528  -3.04115  -3.93675
H  -4.24888  4.84728  4.40850
H  -4.63895  1.31753  -0.35482
H  -9.18586  2.39428  2.99441
H  -1.19760  -4.09756  0.42957
H  3.25301  -5.44863  -1.89009
H  11.16275  4.28648  -2.50514
H  7.91559  7.04292  -3.61873
H  -2.43059  0.33197  -1.07356
H  -5.86745  3.80571  2.13694
H  -5.42083  -2.85498  4.30773
H  -6.82121  2.05469  6.45467
H  1.34132  -1.48342  -1.46025
H  3.95628  2.92222  -2.27815
H  -3.76795  -7.63072  1.03527
H  1.91359  5.27098  -0.55257
H  -1.48662  3.98582  2.69444
H  -1.79165  -10.24180  -0.38637
H  0.90777  1.47948  1.47961
H  8.30367  2.67038  -1.10372
H  -7.13066  0.53419  5.81792

Mulliken population analysis, charges in e, atoms 1 to 8:
1 P 0.202
2 Si -0.110
3 Si 0.354
4 F -0.282
5 F -0.323
6 O -0.566
7 O -0.619
8 O -0.566